4 unconnected molecules or ions with the total composition C30H40BF10N2O15S at a distorted geometry, computed with ωB97M-V/def2-TZVPD.

* HOMO level: -12.3734 eV
* charge: +1
* frontier orbital gap: 6.4 eV
* 2S+1: 1
* E_tot: -3826.6363 a.u.

Cartesian coordinates (Å):
C -3.672 -3.435 2.505
C -2.452 -2.542 2.043
C -2.100 -1.468 3.141
C -3.076 -0.240 3.243
N -2.815 0.911 2.374
N -1.921 0.798 1.359
C -0.573 1.060 1.676
B -0.297 1.574 3.193
O -0.480 0.780 4.337
O -0.013 2.901 3.521
C -0.051 3.818 2.406
C -1.525 4.214 1.952
C 0.499 0.924 0.741
C 2.012 1.113 0.877
F 2.616 -0.058 0.441
F 2.362 2.172 0.046
C 2.809 1.378 2.197
F 4.128 1.468 1.740
F 2.651 2.586 2.800
C 2.902 0.152 3.228
F 4.010 -0.599 2.902
F 1.858 -0.744 3.063
C 3.149 0.580 4.720
F 4.349 1.222 4.756
F 2.212 1.369 5.262
F 3.268 -0.568 5.442
C 0.077 0.552 -0.641
C 1.121 0.416 -1.826
O 1.642 -0.616 -2.061
O 1.441 1.536 -2.549
C -1.310 0.339 -1.010
S -1.763 -0.098 -2.703
O -2.057 -1.536 -2.676
O -0.818 0.179 -3.743
F -3.125 0.644 -3.217
C -2.320 0.470 0.072
C -3.791 0.280 -0.383
C -4.798 -0.411 0.612
C -4.498 1.658 -0.809
C -4.529 2.764 0.312
C -5.879 2.784 1.169
H -3.798 -4.244 1.742
H -3.513 -3.916 3.497
H -4.599 -2.803 2.564
H -1.581 -3.247 1.957
H -2.603 -2.071 1.043
H -1.021 -1.213 3.026
H -2.179 -2.000 4.129
H -4.117 -0.666 3.183
H -3.002 0.119 4.307
H -3.061 1.837 2.694
H 0.218 0.113 4.439
H 0.598 3.537 1.539
H 0.386 4.780 2.787
H -2.279 4.043 2.752
H -1.457 5.277 1.617
H -1.720 3.607 1.025
H 1.010 2.323 -2.167
H -3.896 -0.381 -1.286
H -5.024 0.225 1.503
H -4.558 -1.463 0.873
H -5.777 -0.460 0.059
H -4.031 2.132 -1.700
H -5.550 1.373 -1.070
H -3.618 2.819 0.944
H -4.556 3.745 -0.243
H -6.658 2.159 0.680
H -6.201 3.819 1.410
H -5.620 2.267 2.138
C -1.391 -3.199 -5.376
C -0.569 -4.458 -5.324
O -1.427 -5.420 -5.928
C -2.298 -4.743 -6.729
O -3.037 -5.257 -7.502
O -2.206 -3.399 -6.525
H -0.776 -2.306 -5.487
H -2.033 -3.079 -4.502
H 0.350 -4.384 -5.912
H -0.313 -4.749 -4.306
C 2.627 -1.133 -6.015
C 3.554 -0.659 -4.929
O 4.841 -0.831 -5.511
C 4.680 -0.811 -6.864
O 5.572 -0.763 -7.645
O 3.360 -0.852 -7.202
H 1.674 -0.604 -6.013
H 2.436 -2.208 -5.964
H 3.412 0.398 -4.689
H 3.459 -1.244 -4.015
C 7.208 0.745 2.576
C 7.129 -0.758 2.570
O 8.084 -1.123 1.580
C 8.977 -0.099 1.480
O 9.991 -0.150 0.867
O 8.552 0.992 2.177
H 7.010 1.171 3.559
H 6.534 1.202 1.849
H 7.426 -1.196 3.527
H 6.140 -1.124 2.307

Cartesian forces (eV/Å) of the 3 atoms listed first:
C 0.09 0.57 -0.97
C 0.14 -0.63 1.13
C -0.04 -0.62 -0.30